[1]
Entry from the Open Molecules 2025 dataset: an isolated molecule of C4H9NO2 in a non-equilibrium geometry (wB97M-V/def2-TZVPD).

Last column: natural (NBO) charge in e.
CARTESIAN COORDINATES (ANGSTROEM)
C  1.0730  -1.1039  -1.4697  -0.630
C  0.2123  0.0030  -0.8776  0.100
O  -1.1653  -0.3863  -0.8850  -0.743
C  0.5743  0.3595  0.5708  -0.551
C  -0.0914  1.7166  0.9849  0.699
N  -1.4925  1.5507  1.1659  -0.860
O  0.5316  2.7147  1.2299  -0.519
H  0.9374  -2.0412  -0.9191  0.216
H  2.1317  -0.8290  -1.4499  0.221
H  0.7941  -1.2814  -2.5163  0.209
H  0.3350  0.9160  -1.4777  0.167
H  -1.4324  -0.5370  -1.8016  0.478
H  0.2803  -0.5140  1.1888  0.219
H  1.6432  0.4987  0.7037  0.237
H  -1.3050  0.6168  1.5421  0.359
H  -1.8977  1.2433  0.2762  0.397

Atoms 1-3, force components in eV/Å:
0.061 -0.013 0.011
0.329 0.176 -0.034
-0.059 0.000 -0.252

Values from the calculation:
Orbital gap, eV: 10.33
SMILES: C[C@@H](O)CC(N)=O
E_tot, eV: -9878.4175
Charge: 0
F_max, hartree/bohr: 0.0342
LUMO level, eV: 0.58
M, g mol⁻¹: 103.1
Relative energy (zero: lowest compared OMol25 entry of this formula, charge and spin), kcal per mole: 37.89

***

[2]
Entry from the Open Molecules 2025 dataset: a structure of composition C2H4AgO2 in a non-equilibrium geometry (wB97M-V/def2-TZVPD).

Last column: natural (NBO) charge in e.
CARTESIAN COORDINATES (ANGSTROEM)
O  -0.0629  0.9915  -0.5133  -0.778
H  -0.1525  1.8332  -0.9728  0.531
O  0.2455  -1.1860  0.7623  -0.784
Ag  0.1752  -1.0847  -1.5080  0.959
H  0.3556  -1.9753  1.2999  0.524
C  -0.1191  -0.0765  1.5156  0.024
C  -0.3112  1.0957  0.8107  -0.011
H  0.6097  1.2867  1.7101  0.280
H  -0.7638  -0.2491  2.3811  0.254

Atoms 1-3, force components in eV/Å:
0.773 0.112 -0.818
-0.058 0.184 0.269
-0.106 -0.445 0.753

Values from the calculation:
Orbital gap, eV: 7.68
E_tot, eV: -10221.7159
Charge: +1
F_max, hartree/bohr: 0.0504
LUMO level, eV: -5.59
M, g mol⁻¹: 167.9
Relative energy (zero: lowest compared OMol25 entry of this formula, charge and spin), kcal per mole: 4.25

***

[3]
Entry from the Open Molecules 2025 dataset: an isolated molecule of C3H5ClF2 in a non-equilibrium geometry (wB97M-V/def2-TZVPD).

Last column: natural (NBO) charge in e.
CARTESIAN COORDINATES (ANGSTROEM)
C  -1.3870  -0.1842  -0.2923  -0.609
C  0.0092  -0.4428  0.6524  -0.453
C  1.1128  0.4826  -0.0761  0.679
F  0.6144  0.9935  -1.1507  -0.313
F  1.4611  1.5223  0.6412  -0.332
Cl  2.6422  -0.3850  -0.3162  -0.073
H  -1.1384  -0.6565  -1.3152  0.215
H  -2.2309  -0.7271  0.0136  0.211
H  -1.5752  0.9174  -0.4663  0.227
H  0.5117  -1.4271  0.6800  0.230
H  -0.0198  -0.0931  1.6296  0.217

Atoms 1-3, force components in eV/Å:
3.487 -0.429 -0.934
0.058 0.973 -4.095
-0.992 -2.161 2.150

Values from the calculation:
Orbital gap, eV: 12.29
SMILES: CCC(F)(F)Cl
E_tot, eV: -21148.7026
Charge: 0
F_max, hartree/bohr: 0.0819
LUMO level, eV: 0.95
M, g mol⁻¹: 114.5
Relative energy (zero: lowest compared OMol25 entry of this formula, charge and spin), kcal per mole: 17.75

***

[4]
Entry from the Open Molecules 2025 dataset: a structure of composition C3H4N4O in a non-equilibrium geometry (wB97M-V/def2-TZVPD).

Last column: natural (NBO) charge in e.
CARTESIAN COORDINATES (ANGSTROEM)
C  3.2221  0.0401  0.0818  -0.413
C  1.7513  0.3325  0.1631  -0.036
C  -0.3207  -0.3984  -0.1663  0.615
H  3.9808  -0.8748  -0.5639  0.272
H  3.6931  1.0441  0.6186  0.216
H  1.6095  1.1641  0.9164  0.245
H  0.1562  1.4719  -0.5860  0.430
N  -1.2985  -1.1488  0.2160  -0.334
N  -2.3343  -0.2922  0.1879  -0.033
N  -2.0917  0.9037  -0.0924  -0.026
N  -0.6591  0.9535  -0.1293  -0.494
O  0.9161  -0.6956  -0.2665  -0.443

Atoms 1-3, force components in eV/Å:
-2.601 2.325 -0.208
8.573 -2.705 0.149
-2.151 3.066 2.361

Values from the calculation:
Orbital gap, eV: 9.54
E_tot, eV: -11177.4233
Charge: 0
F_max, hartree/bohr: 0.1748
LUMO level, eV: -0.19
M, g mol⁻¹: 112.1
Relative energy (zero: lowest compared OMol25 entry of this formula, charge and spin), kcal per mole: 150.95

***

Repeat the fourth record exactly.
Entry from the Open Molecules 2025 dataset: a structure of composition C3H4N4O in a non-equilibrium geometry (wB97M-V/def2-TZVPD).

Last column: natural (NBO) charge in e.
CARTESIAN COORDINATES (ANGSTROEM)
C  3.2221  0.0401  0.0818  -0.413
C  1.7513  0.3325  0.1631  -0.036
C  -0.3207  -0.3984  -0.1663  0.615
H  3.9808  -0.8748  -0.5639  0.272
H  3.6931  1.0441  0.6186  0.216
H  1.6095  1.1641  0.9164  0.245
H  0.1562  1.4719  -0.5860  0.430
N  -1.2985  -1.1488  0.2160  -0.334
N  -2.3343  -0.2922  0.1879  -0.033
N  -2.0917  0.9037  -0.0924  -0.026
N  -0.6591  0.9535  -0.1293  -0.494
O  0.9161  -0.6956  -0.2665  -0.443

Atoms 1-3, force components in eV/Å:
-2.601 2.325 -0.208
8.573 -2.705 0.149
-2.151 3.066 2.361

Values from the calculation:
Orbital gap, eV: 9.54
E_tot, eV: -11177.4233
Charge: 0
F_max, hartree/bohr: 0.1748
LUMO level, eV: -0.19
M, g mol⁻¹: 112.1
Relative energy (zero: lowest compared OMol25 entry of this formula, charge and spin), kcal per mole: 150.95

***

Q: Among the records above, which one has the highest relative energy (zero: lowest compared OMol25 entry of this formula, charge and spin)?
A: C3H4N4O